# 1
Entry from the OMol25 dataset: a molecular structure, C15H21FeNO8P3 in a non-equilibrium geometry (ωB97M-V/def2-TZVPD).

Output
E_LUMO (spin up / spin down) = -5.1 / -4.5 eV
Kohn-Sham gap (spin up / spin down) = 0.2640 / 0.2835 Ha
⟨S²⟩ = 6.164
E_HOMO (spin up / spin down) = -12.2624 / -12.2458 eV
2S+1 = 5
charge = +1

Geometry (Å):
Fe: -0.47378 -0.50853 1.22122
N: -1.43101 4.23219 1.66817
C: -0.87155 2.92161 2.20127
C: -0.61382 3.08260 3.70181
P: -2.23004 1.69928 1.87532
O: -2.06474 0.65034 3.08182
O: -3.47481 2.49393 1.93731
O: -1.85926 0.82822 0.67198
P: 0.70542 2.51969 1.34004
O: 0.30144 3.00129 -0.17024
O: 1.79969 3.36345 1.84077
O: 0.80734 1.00355 1.36450
H: -2.45347 4.16793 1.77423
H: -1.20752 4.31765 0.67381
H: -1.04541 5.03468 2.16508
H: -1.53172 3.33345 4.23836
H: 0.13220 3.86022 3.87143
H: -0.21096 2.15990 4.11170
H: -2.49880 0.89952 3.90370
H: 1.03840 3.51866 -0.51721
O: -0.56618 -1.71081 2.65580
O: -0.08484 -2.27586 1.57520
C: -0.45639 0.59359 -2.05640
P: 0.11944 -0.72070 -0.98907
C: 1.87126 -0.95752 -1.20675
C: 2.53806 -1.91890 -0.44285
C: 3.90385 -2.08288 -0.58238
C: 4.61164 -1.27689 -1.46681
C: 3.95415 -0.31514 -2.22045
C: 2.58377 -0.15139 -2.09184
C: -0.78092 -2.19457 -1.48792
C: -2.17057 -2.16659 -1.33001
C: -2.91894 -3.28616 -1.65565
C: -2.28472 -4.43088 -2.12623
C: -0.90734 -4.45765 -2.27890
C: -0.14836 -3.34107 -1.95703
H: 0.08578 1.51325 -1.85735
H: -1.51216 0.76543 -1.85383
H: -0.31779 0.25801 -3.08340
H: 1.99584 -2.54108 0.26021
H: 4.41968 -2.83292 0.00349
H: 5.68292 -1.39698 -1.56420
H: 4.50850 0.31295 -2.90582
H: 2.08017 0.59580 -2.68991
H: -2.66698 -1.27463 -0.95680
H: -3.99458 -3.26763 -1.53947
H: -2.87022 -5.30695 -2.37299
H: -0.41923 -5.35035 -2.64875
H: 0.92656 -3.36109 -2.08496

Atom charges from the Mulliken analysis, given in e for atoms 1 to 6: 0.356, -0.130, 0.487, -2.051, 0.783, -0.482


# 2
Entry from the OMol25 dataset: a single C15H21N3O2S3 molecule in a non-equilibrium geometry (ωB97M-V/def2-TZVPD).

Output
E_LUMO = -0.1 eV
Kohn-Sham gap = 0.3021 Ha
E_HOMO = -8.2919 eV
SMILES string = CC(C)(C)NC[C@H](O)CSc1nc(-c2ccc(C(N)=O)s2)cs1
charge = 0

Geometry (Å):
O: -0.74041 7.57001 -1.14782
N: 0.24680 0.88282 -2.61755
O: 2.02148 -0.32917 -0.59960
S: 2.16513 1.23748 -4.44805
S: 0.19855 4.98992 -2.01544
S: 1.15583 -1.47339 -3.50832
C: -1.07217 6.76933 -0.28627
C: 0.98347 0.23268 -3.49446
C: 1.51409 2.54177 -3.46424
C: -1.70563 4.21104 -0.37860
C: -1.16260 3.02490 -1.06518
C: 0.56047 2.23505 -2.60532
C: -0.94315 5.36282 -0.75111
C: -0.15344 3.23549 -1.85003
N: -1.15803 7.19270 1.00529
N: 0.14211 -3.03799 0.79540
C: -0.63744 -2.47428 3.12339
C: -1.98412 -3.86548 1.71574
C: 0.22446 -4.75329 2.60470
C: -0.57257 -3.54542 2.03189
C: 0.82274 -2.07467 -1.80901
C: 1.51454 -2.43904 0.75566
C: 1.80069 -1.75114 -0.68135
H: 1.32304 0.19551 -1.15300
H: 1.81791 3.52884 -3.72445
H: -2.55544 4.09310 0.25306
H: -1.53494 2.06929 -0.75767
H: -1.14568 6.43562 1.65843
H: -0.82520 8.09084 1.27484
H: -0.45171 -2.55167 0.15307
H: 0.34762 -2.08393 3.40272
H: -1.02674 -2.85066 4.06092
H: -1.12758 -1.55892 2.65346
H: -2.15470 -4.73855 2.26024
H: -2.64116 -3.02867 1.77306
H: -2.07588 -4.26079 0.67965
H: 1.27496 -4.56069 2.64533
H: -0.00356 -4.97008 3.63638
H: -0.01151 -5.67011 2.03812
H: -0.15719 -1.74527 -1.49419
H: 0.94393 -3.13654 -1.87680
H: 1.66319 -1.71897 1.52651
H: 2.30369 -3.21380 0.76064
H: 2.81618 -2.06668 -1.08002

Atom charges from the Mulliken analysis, given in e for atoms 1 to 6: -0.600, -0.652, -0.601, -0.139, -0.216, -0.139


# 3
Entry from the OMol25 dataset: a single C15H21NO3 molecule (ωB97M-V/def2-TZVPD).

Output
E_LUMO = 0.8 eV
Kohn-Sham gap = 0.3397 Ha
ΔE to the lowest compared entry with this formula, charge and spin = 41.6 kcal/mol
E_HOMO = -8.4630 eV
SMILES string = Cc1ccc(OCCCC(=O)N2CCOCC2)cc1
charge = 0

Geometry (Å):
C: 4.73386 0.18961 0.82991
C: 3.44419 -0.56582 0.72138
C: 2.57945 -0.64863 1.80804
C: 1.39442 -1.34666 1.72094
C: 1.03216 -1.99051 0.53576
C: 1.89534 -1.92054 -0.55132
C: 3.08219 -1.21434 -0.44885
H: 3.73742 -1.17234 -1.30715
H: 1.66134 -2.40682 -1.48581
O: -0.15484 -2.66790 0.58414
C: -0.84752 -3.03321 -0.59327
C: -1.82110 -1.93390 -1.03299
H: -2.40408 -1.63591 -0.15935
C: -1.10854 -0.71652 -1.63514
C: -2.02607 0.49330 -1.67199
O: -2.55715 0.86110 -2.70292
N: -2.25254 1.12518 -0.49411
C: -1.60750 0.89599 0.78012
H: -0.99805 -0.00263 0.77900
C: -0.73730 2.11296 1.12386
O: -1.50124 3.29511 1.14688
C: -2.13343 3.51967 -0.09555
H: -2.71427 4.43557 0.02015
C: -3.03814 2.34549 -0.47955
H: -3.45965 2.49066 -1.47450
H: -3.84350 2.24268 0.25549
H: -1.37556 3.66433 -0.88045
H: -0.30368 2.00709 2.11938
H: 0.07333 2.19918 0.38275
H: -2.38754 0.79322 1.54462
H: -0.20360 -0.47729 -1.07626
H: -0.82396 -0.93372 -2.66595
H: -2.51210 -2.34710 -1.76868
H: -1.41493 -3.92675 -0.31543
H: -0.16643 -3.29763 -1.40641
H: 0.72545 -1.41480 2.56494
H: 2.83874 -0.15571 2.73376
H: 4.57107 1.16390 1.28728
H: 5.43842 -0.35821 1.45587
H: 5.18526 0.33189 -0.14861

Atom charges from the Mulliken analysis, given in e for atoms 1 to 6: -1.469, 0.695, -0.585, -0.303, 0.714, -0.476


# 4
Entry from the OMol25 dataset: a single C15H21NO6S molecule (ωB97M-V/def2-TZVPD).

Output
E_LUMO = 0.6 eV
Kohn-Sham gap = 0.3525 Ha
ΔE to the lowest compared entry with this formula, charge and spin = 23.3 kcal/mol
E_HOMO = -9.0215 eV
SMILES string = CCOC(=O)COc1ccc(S(=O)(=O)NC[C@H]2CCCO2)cc1
charge = 0

Geometry (Å):
C: 0.96423 -0.58237 3.59939
C: 1.53576 -1.92412 4.03429
H: 0.74682 -2.66946 4.14991
H: 2.09648 -1.82069 4.96861
O: 2.40379 -2.45429 3.02897
C: 3.68363 -2.11323 3.07342
O: 4.20389 -1.45236 3.93181
C: 4.44865 -2.69485 1.88131
O: 3.62686 -3.02359 0.78985
C: 2.85768 -2.04916 0.23900
C: 1.91398 -2.48022 -0.69881
C: 1.06618 -1.57326 -1.29770
C: 1.16181 -0.23258 -0.97072
C: 2.10308 0.21120 -0.06573
C: 2.95788 -0.69203 0.54221
H: 3.68775 -0.32988 1.24922
H: 2.16343 1.26641 0.14796
S: -0.00105 0.92196 -1.66663
O: 0.55891 2.24368 -1.61917
O: -0.48791 0.41490 -2.91652
N: -1.22679 0.80455 -0.52016
H: -1.13077 1.54401 0.15935
C: -2.58776 0.61333 -0.96587
H: -3.12850 0.02307 -0.21856
C: -3.34873 1.92957 -1.20816
C: -2.74823 2.75659 -2.36241
H: -2.24873 3.65401 -2.00445
C: -3.95852 3.06760 -3.24587
H: -3.70694 3.12984 -4.30114
C: -4.87356 1.88774 -2.92820
H: -5.93275 2.08687 -3.09521
O: -4.70011 1.65497 -1.54375
H: -4.57505 1.00168 -3.50596
H: -4.43370 3.99841 -2.93386
H: -2.02018 2.15717 -2.90721
H: -3.36717 2.49669 -0.26648
H: -2.53107 0.04283 -1.89411
H: 0.32893 -1.88112 -2.02107
H: 1.86513 -3.53258 -0.92717
H: 5.25152 -1.99906 1.60541
H: 4.90493 -3.63839 2.19691
H: 0.47579 -0.67717 2.63189
H: 1.75940 0.15496 3.52100
H: 0.24099 -0.24161 4.33440

Atom charges from the Mulliken analysis, given in e for atoms 1 to 6: -0.973, -0.336, 0.309, 0.349, -0.292, 0.601


# 5
Entry from the OMol25 dataset: a molecular structure, C15H22AlF7N4O2 (ωB97M-V/def2-TZVPD).

Output
E_LUMO = -0.2 eV
Kohn-Sham gap = 0.3819 Ha
ΔE to the lowest compared entry with this formula, charge and spin = 0.0 kcal/mol
E_HOMO = -10.5448 eV
charge = 0

Geometry (Å):
C: 1.03089 -2.38454 2.90196
C: 0.53321 -2.96617 1.97324
C: -0.05766 -3.65528 0.81722
C: -1.53583 -3.29600 0.59732
C: -1.82874 -1.79592 0.53545
N: -0.85651 -1.09824 -0.31483
C: -0.58181 -1.43577 -1.55932
N: 0.31262 -0.62672 -2.11990
C: 0.59179 0.27702 -1.16090
N: 1.44875 1.31801 -1.36448
C: 1.76177 2.38120 -0.40527
C: 3.07269 2.18446 0.37025
C: 3.29680 3.38819 1.29980
C: 3.16562 0.85540 1.12120
C: 2.08124 1.35450 -2.65933
F: 1.21502 1.48329 -3.63719
F: 2.90179 2.39281 -2.71087
F: 2.79866 0.26972 -2.88523
N: -0.11078 0.00879 -0.01896
C: -0.28197 0.62063 1.28568
C: -1.55813 1.48709 1.38181
C: -1.79907 2.29566 0.11876
O: -1.47009 3.44054 0.01279
O: -2.27843 1.58425 -0.94404
H: 1.49677 -1.93458 3.75110
H: 0.00252 -4.73464 0.99062
H: 0.55008 -3.46250 -0.07192
H: -1.88161 -3.78302 -0.31910
H: -2.13112 -3.72432 1.40679
H: -2.78869 -1.64007 0.04408
H: -1.91632 -1.40309 1.54526
H: -1.09100 -2.27340 -2.02425
H: 0.91236 2.54960 0.25262
H: 1.84734 3.31164 -0.96746
H: 3.86560 2.19242 -0.38459
H: 3.02740 3.15911 2.33197
H: 4.34475 3.69551 1.28558
H: 2.72301 4.25792 0.96502
H: 2.63854 0.90684 2.07986
H: 2.76407 0.01414 0.55018
H: 4.20769 0.62126 1.34872
H: -0.34636 -0.18543 2.01874
H: 0.61136 1.17952 1.54115
H: -1.45712 2.19920 2.20017
H: -2.41691 0.83538 1.56743
H: -3.15785 1.20832 -0.77676
F: -5.53668 -3.71514 -2.26024
Al: -4.72702 -2.25367 -2.29224
F: -3.15097 -2.44994 -2.91502
F: -4.46675 -1.69197 -0.69328
F: -5.55662 -1.09032 -3.16008

Atom charges from the Mulliken analysis, given in e for atoms 1 to 6: -0.128, -0.148, -0.799, -0.906, -0.855, 0.287


# 6
Entry from the OMol25 dataset: 13 unconnected molecules or ions with the total composition C15H22B3Cl36NO3 (ωB97M-V/def2-TZVPD).

Output
E_LUMO = 0.2 eV
Kohn-Sham gap = 0.3723 Ha
ΔE to the lowest compared entry with this formula, charge and spin = 0.0 kcal/mol
E_HOMO = -9.9520 eV
charge = 0

Geometry (Å):
N: 5.93711 2.45022 0.06787
C: 6.68562 3.70308 0.26604
C: 5.87303 4.85834 0.86045
C: 5.00080 5.54969 -0.21300
B: 3.47180 5.29025 -0.09840
O: 2.86535 4.90406 1.10339
B: 2.06498 3.78390 1.03299
O: 1.42283 3.48034 -0.16324
B: 1.96899 4.00653 -1.32622
O: 2.65762 5.19703 -1.22986
H: 5.36541 2.52758 -0.76610
H: 5.27471 2.31621 0.82511
H: 7.54289 3.47480 0.90971
H: 7.07208 3.99431 -0.71388
H: 6.53534 5.58352 1.34170
H: 5.23858 4.44201 1.65472
H: 5.22281 6.62237 -0.26510
H: 5.24782 5.16081 -1.21270
H: 1.95442 3.03207 1.94728
H: 1.94483 3.37327 -2.33491
C: 8.87083 1.24733 -0.98592
Cl: 9.59326 1.14431 0.61756
Cl: 9.32469 2.75941 -1.78049
Cl: 9.30782 -0.14562 -1.97173
H: 7.79310 1.25980 -0.85903
C: 1.23701 0.02127 0.28187
Cl: 3.01421 -0.00164 0.28918
Cl: 0.66836 -0.81366 -1.16050
Cl: 0.57265 -0.70095 1.73693
H: 0.92227 1.05683 0.23925
C: 2.84590 -4.71493 2.25407
Cl: 3.67764 -5.04773 3.77621
Cl: 1.09842 -4.91992 2.45568
Cl: 3.21532 -3.10854 1.66176
H: 3.18927 -5.43659 1.52277
C: -1.77286 -2.41202 -4.03082
Cl: -0.10516 -2.89694 -3.75344
Cl: -2.61260 -3.56384 -5.06888
Cl: -2.62405 -2.22154 -2.49689
H: -1.77180 -1.44977 -4.52622
C: 0.51108 1.12081 5.66773
Cl: -0.69475 -0.06614 5.16703
Cl: 1.40972 0.55447 7.07411
Cl: 1.60560 1.48169 4.33426
H: -0.00766 2.02898 5.94374
C: -4.78534 0.89445 -1.45430
Cl: -4.27783 -0.30164 -0.26159
Cl: -3.41560 1.43941 -2.43023
Cl: -6.07648 0.27176 -2.47073
H: -5.15858 1.75449 -0.91442
C: -5.63722 -4.15138 -2.57490
Cl: -6.26973 -3.13494 -1.27967
Cl: -5.76025 -5.86052 -2.16509
Cl: -6.45400 -3.80076 -4.09841
H: -4.59068 -3.91339 -2.70279
C: -0.65983 -3.57974 6.96889
Cl: -1.91802 -3.48104 5.73134
Cl: 0.93443 -3.69581 6.23075
Cl: -0.74695 -2.20952 8.07182
H: -0.83361 -4.48144 7.54046
C: 6.13320 -4.39641 -0.72455
Cl: 6.84186 -2.78393 -0.74580
Cl: 6.11724 -5.05419 0.91422
Cl: 4.51636 -4.38426 -1.42919
H: 6.75245 -5.04429 -1.33024
C: -10.32250 1.54278 -2.18506
Cl: -11.59224 1.54744 -3.41249
Cl: -9.68097 -0.07857 -1.95575
Cl: -9.05118 2.68942 -2.59837
H: -10.76821 1.86228 -1.25218
C: 0.14451 -6.21245 -0.23973
Cl: 1.73298 -6.21131 -1.01385
Cl: -1.03794 -5.35368 -1.21978
Cl: -0.38532 -7.85419 0.11766
H: 0.24712 -5.68153 0.69689
C: -14.45995 4.08215 -3.23436
Cl: -14.08227 3.88352 -1.52429
Cl: -16.12691 3.62391 -3.57120
Cl: -14.13269 5.72920 -3.76636
H: -13.81112 3.41872 -3.79078

Atom charges from the Mulliken analysis, given in e for atoms 1 to 6: -0.417, -0.813, -0.430, -0.667, 0.347, -0.417